1.
ORCA calculation (the ωB97M-V functional and the def2-TZVPD basis) on one molecule with the formula C7H13F3O2Si.

Cartesian coordinates (Å):
C: -0.4598 0.7866 2.6327
C: 0.3498 1.4332 1.7764
Si: 0.4248 0.9525 -0.0753
C: 0.1396 -0.7147 -0.8441
C: 0.6229 -1.9546 -0.0448
C: 0.3537 -3.2411 -0.7882
O: -0.7040 1.8624 -1.0054
C: -1.1630 3.1421 -1.1946
O: 2.0966 1.5687 -0.3547
C: 2.5829 2.0481 -1.4397
F: 3.8746 1.6609 -1.6877
F: 1.9007 1.7343 -2.5579
F: 2.6271 3.4802 -1.4970
H: -0.5644 0.9081 3.7295
H: -1.0390 -0.1059 2.3548
H: 0.7119 2.3472 2.2264
H: -0.8951 -0.8994 -0.9572
H: 0.4986 -0.5793 -1.9428
H: 0.1562 -2.0768 0.9821
H: 1.7260 -1.8995 0.1569
H: -0.7370 -3.2305 -1.1172
H: 0.9529 -3.3553 -1.5837
H: 0.4511 -4.0734 -0.0942
H: -0.8397 3.7423 -2.2086
H: -0.7507 3.7522 -0.4105
H: -2.2603 3.0642 -1.1994

Summary:
HOMO level in eV: -10.255
LUMO energy in Eh: 0.0250
Charge: 0
SMILES: C=C[Si@@](CCC)(OC)OC(F)(F)F

Just the natural (NBO) charges please, in e? Sure, here they are:
1 C -0.324
2 C -0.695
3 Si 2.070
4 C -0.938
5 C -0.394
6 C -0.587
7 O -0.905
8 C -0.217
9 O -0.823
10 C 1.182
11 F -0.334
12 F -0.336
13 F -0.371
14 H 0.203
15 H 0.177
16 H 0.240
17 H 0.252
18 H 0.272
19 H 0.205
20 H 0.203
21 H 0.191
22 H 0.202
23 H 0.210
24 H 0.169
25 H 0.169
26 H 0.180

2.
ORCA calculation (the ωB97M-V functional and the def2-TZVPD basis) on C21H23IN5O2S4SbW as an isolated structure.

Cartesian coordinates (Å):
W: -0.1761 -0.8491 0.3464
C: -3.4778 1.7291 1.9888
C: -2.8445 2.5067 2.9425
C: -1.4689 2.4388 3.0539
C: -0.7821 1.5933 2.2041
N: -1.4006 0.7830 1.3742
C: -2.7296 0.8467 1.2358
C: 0.7107 1.6468 2.0143
C: 1.5337 2.5422 2.6741
C: 2.8464 2.6504 2.2638
C: 3.2732 1.8872 1.1905
C: 2.3976 0.9886 0.6180
N: 1.1374 0.8595 1.0578
H: -4.5473 1.7785 1.8342
H: -3.4097 3.1662 3.5900
H: -0.9323 3.0226 3.7862
H: -3.1468 0.1549 0.5187
H: 1.1561 3.1091 3.5111
H: 3.5256 3.3180 2.7805
H: 4.2767 1.9659 0.7946
H: 2.6870 0.3461 -0.1974
S: 0.8119 -0.2928 4.5293
Sb: 0.5634 -2.1009 3.0952
S: -1.6300 -1.9000 2.1933
S: 2.0628 -1.8491 1.2852
S: 0.8661 -4.1739 4.0417
C: -3.9137 -2.3928 -2.3904
C: -2.4432 -2.6847 -2.6613
C: -2.0468 -2.1681 -4.0488
C: -2.1879 -4.1922 -2.5718
C: -1.5937 -1.9667 -1.6351
N: -1.9169 -1.0323 -0.8566
H: -4.5356 -2.8568 -3.1655
H: -4.1003 -1.3172 -2.3770
H: -4.2071 -2.7864 -1.4148
H: -2.6103 -2.6914 -4.8298
H: -0.9802 -2.3311 -4.2251
H: -2.2498 -1.0969 -4.1318
H: -2.8531 -4.7160 -3.2682
H: -2.3775 -4.5576 -1.5601
H: -1.1530 -4.4305 -2.8126
C: -0.4157 1.0537 -1.0836
H: -1.0384 1.8124 -0.6320
H: -0.9419 0.5341 -1.8628
I: -0.4547 4.7153 -0.7831
C: 1.1867 2.8879 -1.1262
C: 2.4119 3.3916 -1.6146
C: 3.1546 2.7003 -2.5265
C: 2.6318 1.5184 -3.0823
C: 1.4279 1.0697 -2.6336
N: 0.7603 1.7179 -1.6293
H: 2.7460 4.3438 -1.2217
H: 4.1281 3.0679 -2.8335
H: 3.1474 0.9618 -3.8524
H: 0.9532 0.1670 -2.9812
O: -0.2574 -2.8033 -0.1103
N: -0.1831 -2.4975 -1.5064
O: 0.6119 -1.2736 -1.4321

Summary:
HOMO level (alpha / beta) in eV: -1.414 / -1.460
LUMO energy (alpha / beta) in Eh: 0.1425 / 0.1353
Charge: -2
2S+1: 3

Just the natural (NBO) charges please, in e? Sure, here they are:
1 W 1.457
2 C -0.249
3 C -0.160
4 C -0.206
5 C 0.232
6 N -0.441
7 C 0.080
8 C 0.235
9 C -0.163
10 C -0.166
11 C -0.260
12 C 0.110
13 N -0.481
14 H 0.209
15 H 0.204
16 H 0.220
17 H 0.262
18 H 0.212
19 H 0.204
20 H 0.212
21 H 0.228
22 S -0.950
23 Sb 1.423
24 S -0.574
25 S -0.589
26 S -0.899
27 C -0.594
28 C -0.132
29 C -0.595
30 C -0.604
31 C 0.391
32 N -0.755
33 H 0.181
34 H 0.218
35 H 0.220
36 H 0.187
37 H 0.217
38 H 0.206
39 H 0.181
40 H 0.227
41 H 0.230
42 C -0.448
43 H 0.210
44 H 0.225
45 I -0.351
46 C 0.199
47 C -0.327
48 C -0.188
49 C -0.284
50 C 0.056
51 N -0.412
52 H 0.221
53 H 0.202
54 H 0.216
55 H 0.260
56 O -0.624
57 N 0.023
58 O -0.704

3.
ORCA calculation (the ωB97M-V functional and the def2-TZVPD basis) on a 2-piece molecular cluster, C3H4N4O overall.

Cartesian coordinates (Å):
N: -0.6666 1.0391 2.4651
N: 0.3212 1.5375 2.4398
O: 1.3693 1.9677 2.2708
C: 0.8258 -0.6986 -1.0384
C: 0.0508 0.2548 -1.7544
N: -1.1603 0.3665 -1.2862
N: -1.1847 -0.5289 -0.2431
C: -0.0125 -1.2468 -0.1566
H: 1.8225 -1.1464 -1.2148
H: 0.3548 0.8454 -2.6251
H: -1.9503 -0.4839 0.4759
H: 0.2300 -1.9066 0.6669

Summary:
HOMO level in eV: -9.596
LUMO energy in Eh: 0.0356
Charge: 0
SMILES: N#[N+][O-].c1cn[nH]c1

Just the natural (NBO) charges please, in e? Sure, here they are:
1 N -0.118
2 N 0.443
3 O -0.325
4 C -0.355
5 C -0.050
6 N -0.251
7 N -0.370
8 C -0.056
9 H 0.232
10 H 0.210
11 H 0.420
12 H 0.221

4.
ORCA calculation (the ωB97M-V functional and the def2-TZVPD basis) on C3H5O3Pr as an isolated structure.

Cartesian coordinates (Å):
Pr: 1.3911 0.4690 0.4625
O: 0.7777 -1.4676 -0.5146
O: -1.0956 -0.8638 0.4196
C: -2.2409 0.0000 0.1699
C: -1.6646 1.4082 -0.0359
O: -0.3818 1.2700 -0.5745
C: -0.4497 -1.3370 -0.6516
H: -2.6623 -0.3256 -0.7905
H: -2.9799 -0.0965 0.9705
H: -1.7390 1.9757 0.9083
H: -2.3269 1.9411 -0.7399
H: -1.0283 -1.8327 -1.4458

Summary:
HOMO level (alpha / beta) in eV: -19.067 / -19.125
LUMO energy (alpha / beta) in Eh: -0.4144 / -0.3582
Charge: +2
2S+1: 3

Just the Mulliken charges please, in e? Sure, here they are:
1 Pr 2.018
2 O -0.536
3 O -0.321
4 C -0.266
5 C -0.361
6 O -0.643
7 C 0.396
8 H 0.300
9 H 0.348
10 H 0.287
11 H 0.334
12 H 0.443

5.
ORCA calculation (the ωB97M-V functional and the def2-TZVPD basis) on one molecule with the formula C2H7N3O.

Cartesian coordinates (Å):
C: -1.4009 -1.1174 0.3050
N: -0.8775 -0.1546 -0.5971
N: 0.5517 0.1863 -0.3430
C: 0.7974 1.4234 0.3359
N: 1.4397 -0.6951 -0.8540
O: 2.6160 -0.4537 -0.7224
H: -1.3289 -0.5458 1.2795
H: -2.3671 -1.4866 0.0735
H: -0.7842 -2.1198 0.4858
H: -0.9450 -0.4826 -1.6806
H: 1.2588 1.4193 1.3272
H: 1.2055 2.1990 -0.2735
H: -0.1655 1.8276 0.6637

Summary:
HOMO level in eV: -9.247
LUMO energy in Eh: 0.0345
Charge: 0
SMILES: CNN(C)N=O

Just the natural (NBO) charges please, in e? Sure, here they are:
1 C -0.419
2 N -0.452
3 N -0.126
4 C -0.468
5 N 0.227
6 O -0.386
7 H 0.194
8 H 0.217
9 H 0.174
10 H 0.371
11 H 0.220
12 H 0.216
13 H 0.233

6.
ORCA calculation (the ωB97M-V functional and the def2-TZVPD basis) on one molecule with the formula C4H6O.

Cartesian coordinates (Å):
C: 1.5522 -0.5214 -0.0027
C: 0.3200 0.2534 0.1223
C: -0.4727 1.2847 -0.1123
C: -1.2082 0.1143 0.3696
O: -2.1123 -0.7555 -0.2653
H: 2.0294 -0.4607 0.9964
H: 2.4158 -0.0364 -0.5951
H: 1.3192 -1.5913 -0.3904
H: -0.5830 2.3417 -0.2844
H: -1.3248 0.0374 1.4262
H: -1.9355 -0.6662 -1.2642

Summary:
HOMO level in eV: -9.074
LUMO energy in Eh: 0.0333
Charge: 0
SMILES: CC1=C[C@H]1O

Just the natural (NBO) charges please, in e? Sure, here they are:
1 C -0.679
2 C 0.037
3 C -0.258
4 C 0.061
5 O -0.702
6 H 0.243
7 H 0.228
8 H 0.245
9 H 0.216
10 H 0.148
11 H 0.462

7.
ORCA calculation (the ωB97M-V functional and the def2-TZVPD basis) on a 2-piece molecular cluster, C2H3F2N overall.

Cartesian coordinates (Å):
C: 0.9484 -0.0702 -0.1461
C: -1.4662 0.1647 0.1787
N: 1.9649 0.2875 -0.8087
F: 1.0985 -0.8889 0.8888
F: -2.2462 -0.1762 -0.7775
H: -1.7585 1.1796 0.3682
H: -1.5003 -0.5996 1.0143
H: 2.9593 0.1031 -0.7177

Summary:
HOMO level (alpha / beta) in eV: -9.333 / -9.336
LUMO energy (alpha / beta) in Eh: -0.0218 / -0.0216
Charge: 0

Just the natural (NBO) charges please, in e? Sure, here they are:
1 C 0.565
2 C 0.160
3 N -0.779
4 F -0.369
5 F -0.309
6 H 0.162
7 H 0.173
8 H 0.396

Relative energy (zero: lowest compared OMol25 entry of this formula, charge and spin), record by record: 0.384; 4.425; 3.029; 0.000; 5.176; 2.445; 3.590 eV
Electronic energy, record by record: -1014.13540; -3436.05143; -410.89196; -859.38112; -319.75955; -231.13386; -332.32592 hartree